# BrH14O7

A structure of composition BrH14O7 at a distorted geometry (ωB97M-V/def2-TZVPD, the OMol25 dataset).

The geometry in ORCA input format:
```
! RIJCOSX wB97M-V def2-TZVPD def2/J DEFGRID3
* xyz -1 1
Br 0.4650 1.0090 2.3250
O 2.0920 -1.2100 1.2850
H 1.6190 -1.2430 0.5110
H 2.0050 -0.3630 1.4500
O 2.9550 0.1010 4.5310
H 2.9570 -0.8160 4.2560
H 2.1800 0.4540 4.0510
O -2.1500 0.6670 2.3610
H -1.3050 0.9500 2.0290
H -2.1520 -0.2840 2.3110
O -0.2480 1.8560 -0.0960
H -1.0860 1.9610 0.1640
H 0.0060 1.6500 0.8420
O 3.6740 1.7580 2.1500
H 3.5950 2.2830 1.4660
H 2.6840 1.4990 2.2050
O 1.2750 4.0720 3.9340
H 1.4590 4.6030 3.1130
H 1.1460 3.1460 3.7760
O -0.6900 4.3990 0.8720
H -0.5920 5.0320 1.6780
H -0.6730 3.5450 1.4880
*
```

Output
Molar mass ... 206.0 g mol⁻¹
Kohn-Sham gap ... 9.56 eV
Largest force on an atom ... 7.281 eV Å⁻¹
Energy relative to the best compared isomer or geometry (same formula, charge and spin) ... 101.1 kcal/mol

Löwdin population analysis, charges in e, atoms 1 to 6: Br 0.676; O -0.033; H -0.009; H -0.195; O -0.093; H 0.023